(1)
{"formula": "CH6N2O", "method": "the ωB97M-V functional and the def2-TZVPD basis", "lumo_ev": [-0.4, -0.4], "charge": 0, "species": ["H", "N", "O", "H", "H", "C", "H", "N", "H", "H"], "xyz": [[-0.777314, -1.425276, 1.139510], [-2.023559, 2.443426, -0.222405], [-1.521669, 0.579718, 0.330708], [-1.589106, 4.414259, 0.111529], [0.721992, -0.931080, 1.328604], [-1.475497, 3.427254, 0.307047], [-0.737632, 3.221479, 1.006892], [0.117581, -1.294829, 0.622733], [-0.112199, -0.443780, 0.000074], [-2.789177, 2.479600, -0.835663]], "forces_ev_per_a": [[0.71, -0.15, -0.55], [0.81, -2.68, 1.55], [-0.49, 2.51, -0.61], [-1.10, 3.03, -0.99], [0.66, 0.32, 0.54], [0.20, -2.33, -0.13], [1.45, -0.55, 1.35], [-1.76, 1.07, -0.95], [0.50, -1.61, 0.97], [-0.98, 0.39, -1.19]]}



(2)
{"formula": "C31H46N5O11PS", "method": "the ωB97M-V functional and the def2-TZVPD basis", "lumo_ev": -0.9, "charge": 0, "species": ["C", "C", "C", "O", "H", "H", "H", "C", "H", "N", "C", "H", "C", "C", "C", "C", "P", "O", "H", "C", "O", "H", "S", "H", "O", "C", "H", "O", "H", "H", "O", "H", "H", "C", "H", "H", "O", "H", "C", "O", "C", "C", "C", "C", "H", "H", "H", "H", "H", "H", "H", "C", "H", "H", "H", "C", "H", "H", "C", "C", "H", "N", "H", "H", "H", "O", "C", "N", "N", "H", "H", "H", "C", "C", "H", "C", "C", "H", "H", "N", "C", "O", "H", "C", "H", "H", "H", "C", "H", "H", "C", "H", "O", "C", "H"], "xyz": [[-0.028586, 2.346837, -0.535615], [3.882340, -1.558467, 1.070914], [-0.613855, 7.378148, -0.588601], [6.248596, -4.616029, 1.905153], [2.607417, 5.837018, -3.780408], [5.844842, -4.265467, -0.567884], [4.518120, -2.044342, 0.315740], [-6.640909, -1.420000, -0.863418], [3.923172, 5.254377, -2.774384], [-1.992994, 0.813013, 5.220783], [-3.805284, -0.944865, 0.069000], [-0.409784, 8.447859, -0.615195], [-5.875931, -0.415732, -3.078716], [2.422025, 1.563159, -0.164724], [-4.936062, 0.155403, -3.900147], [3.206935, 6.065526, -2.898937], [-2.333160, 1.973258, 4.247752], [8.334764, -5.474089, 2.076423], [-8.749286, -2.428762, -0.317942], [-5.593253, -0.817471, -1.783253], [-1.412276, 3.285677, 4.460006], [-6.379677, -1.314385, 0.195082], [-4.222393, -0.299276, 3.091708], [6.504659, -6.187256, 4.003530], [0.816922, 7.271985, -2.803815], [8.340915, -5.176587, 3.479111], [7.928139, -7.214165, 4.042987], [0.610839, 6.644095, -0.642008], [7.655641, -6.028091, 5.336311], [4.439230, -0.815847, 1.643816], [-3.869835, 2.484582, 4.497506], [6.465557, -5.494160, -1.678743], [-0.507314, 2.848099, -1.388546], [-1.953838, 0.212397, -1.614629], [2.970080, 2.426684, -0.566783], [-0.535551, 2.764102, 2.067624], [2.723269, -2.402832, -1.402281], [-4.044553, -1.623802, 2.896198], [-1.070510, 1.657551, 0.330083], [7.354496, -5.514997, 0.153400], [-3.637371, 0.360404, -3.456809], [-1.210501, 2.009026, 1.663150], [-6.937773, -2.946409, -1.109815], [-3.345592, -0.025995, -2.171585], [4.633977, 7.335914, -3.894789], [-5.351294, -4.009133, -0.408437], [-6.882442, -0.525076, -3.477624], [-1.093785, 7.134394, 0.355895], [-8.540888, -4.032325, -0.590964], [9.385591, -5.190526, 3.786886], [4.335732, 0.472723, -0.220479], [-2.146331, 1.458112, 2.505901], [-1.691224, 3.684245, 5.297883], [-1.277947, 7.096876, -1.403707], [2.187383, 1.658914, 0.902645], [0.709227, -2.273084, -0.181422], [1.261350, 1.495284, -2.051725], [3.435704, -2.343374, 1.692591], [7.562366, -6.210551, 4.265475], [6.189485, -5.294660, -0.646780], [-2.845537, 0.645281, 5.752564], [2.745194, -0.865793, 0.384875], [-5.185998, 0.487584, -4.905276], [-6.892920, -4.260102, -2.624467], [-4.429656, 2.323351, 3.726312], [-0.981457, -0.008365, -2.305155], [-1.922038, 0.686096, -0.176793], [-8.392091, -3.106319, -0.981263], [-6.305381, -3.834920, -0.112735], [4.505113, 7.610118, -2.145051], [-2.867708, 0.833554, -4.059547], [0.760149, 0.369682, -0.787449], [-3.007727, 0.447682, 2.005967], [-4.286371, -0.608689, -1.328910], [3.176374, 0.045236, -1.456922], [7.218853, -5.142907, 1.426661], [-2.869022, 0.099745, 0.671840], [-5.505730, -3.404836, -2.497945], [0.407139, 3.161859, 0.063358], [-6.518255, -3.331060, -2.450732], [2.158126, -1.871677, -0.473504], [-4.107517, -1.967602, 0.651326], [-6.290908, -3.377678, 0.792661], [3.943974, 7.379408, -3.051901], [7.963116, -4.169526, 3.657379], [0.175612, -2.491570, -1.112887], [0.168297, -1.517377, 0.399476], [1.120909, 1.387284, -0.969419], [3.248459, 8.201769, -3.218902], [0.674017, -3.203704, 0.405945], [1.229928, 6.709159, -1.824607], [5.398839, -5.983866, -0.352664], [2.389062, 6.059746, -1.720045], [3.266895, 0.283897, -0.382997], [-7.550310, -0.813367, -0.992581]], "forces_ev_per_a": [[0.32, 0.13, 0.45], [-0.77, -0.13, -0.40], [-0.26, 0.08, 0.14], [-0.04, 0.10, 0.02], [-0.14, 0.10, 0.10], [-0.04, -0.05, 0.11], [0.13, 0.19, 0.30], [-0.09, 0.14, -0.32], [-0.13, -0.05, 0.23], [-0.27, 0.65, -0.08], [0.17, 0.08, -0.39], [-0.03, -0.01, -0.13], [-1.03, -0.05, -0.32], [-0.11, -0.75, -0.71], [0.63, 0.49, -0.64], [0.39, 0.05, -0.37], [0.03, -1.12, 1.32], [0.10, 0.12, -0.09], [-0.07, -0.12, -0.04], [0.46, -0.38, 1.20], [-0.69, -0.26, -0.88], [0.17, 0.10, -0.30], [-0.24, 0.12, 0.07], [0.01, 0.10, 0.04], [-0.07, -0.03, -0.03], [0.02, -0.01, 0.52], [0.11, 0.04, 0.07], [-0.03, -0.07, -0.07], [0.04, 0.01, -0.02], [-0.11, -0.30, 0.12], [0.71, 0.24, -0.86], [0.18, -0.06, 0.09], [0.05, -0.35, 0.07], [-0.27, -0.23, -0.49], [-0.06, -0.03, 0.46], [-0.20, -0.06, -0.12], [0.21, 0.53, 0.55], [0.24, 0.48, -0.28], [0.57, 0.18, -0.82], [0.02, 0.06, -0.01], [-0.04, -0.08, -0.10], [0.55, 0.75, 0.31], [-0.39, 0.38, 0.41], [1.14, 0.32, 0.90], [0.00, -0.04, 0.02], [0.05, 0.09, 0.42], [0.11, -0.14, 0.26], [0.18, -0.10, 0.04], [-0.16, 0.09, -0.01], [0.05, -0.05, -0.26], [-0.25, -0.23, 0.34], [-0.92, 0.09, 0.30], [0.27, 0.02, 0.00], [0.10, 0.07, -0.07], [0.19, 0.24, -0.17], [-0.08, 0.03, 0.41], [0.29, -0.16, 0.27], [0.42, 0.22, 0.19], [-0.22, -0.13, -0.16], [-0.16, 0.02, -0.25], [0.32, -0.42, 0.15], [0.94, -0.25, 0.11], [-0.18, -0.16, 0.19], [0.03, 0.08, -0.11], [-0.13, 0.16, 0.14], [-0.35, 0.43, 0.37], [-0.27, -0.27, -0.02], [0.42, -0.10, -0.16], [-0.08, 0.17, -0.63], [0.09, -0.11, -0.04], [-0.16, -0.15, -0.01], [0.17, 0.19, -0.25], [0.51, -0.18, 0.55], [-0.11, -0.07, 0.43], [0.28, 0.08, 0.21], [0.04, -0.20, -0.01], [-0.83, -0.91, -0.46], [-0.05, 0.08, -0.01], [-0.14, -0.14, -0.18], [-0.36, -0.21, 0.20], [-1.14, -0.52, -0.74], [0.20, 0.55, -0.33], [0.19, -0.14, -0.02], [-0.15, 0.23, 0.13], [-0.12, -0.04, -0.15], [0.28, 0.17, 0.09], [0.21, -0.08, -0.15], [-0.54, 0.20, 0.53], [-0.03, -0.06, -0.09], [0.26, 0.23, -0.08], [0.17, 0.07, 0.12], [-0.04, 0.11, 0.07], [-0.10, -0.18, 0.05], [-0.42, 0.55, -1.00], [0.06, -0.43, -0.23]]}



(3)
{"formula": "C33H32N6O9STa", "method": "the ωB97M-V functional and the def2-TZVPD basis", "lumo_ev": -3.4, "charge": 1, "species": ["O", "O", "N", "H", "C", "C", "C", "C", "C", "H", "C", "H", "H", "N", "H", "H", "H", "H", "C", "C", "C", "C", "O", "H", "C", "H", "O", "H", "O", "C", "C", "H", "Ta", "H", "C", "H", "H", "H", "S", "H", "C", "O", "H", "N", "H", "H", "H", "N", "C", "H", "H", "O", "H", "H", "C", "O", "H", "C", "C", "H", "H", "C", "C", "C", "H", "H", "C", "O", "C", "C", "N", "H", "C", "C", "C", "N", "C", "C", "C", "C", "C", "H"], "xyz": [[-1.649036, -1.757164, -2.659435], [0.210902, -2.911786, 1.420580], [1.304018, 2.233129, -0.614641], [1.252751, -5.356381, 0.534446], [1.478854, -5.844161, -1.565043], [0.341001, -3.412500, -2.075005], [3.144458, -1.516439, 1.184006], [-0.087869, 2.554795, -2.606048], [-0.962089, 3.225967, 1.297718], [0.523450, -3.866582, -4.176150], [-0.426871, 2.003769, 3.254257], [1.556488, -6.069465, -3.698989], [-1.171645, 4.084257, 1.945528], [0.083024, 2.372818, 1.909697], [1.931934, -6.810051, -1.380973], [3.348058, -1.076668, -2.167692], [3.473395, 2.955492, 1.890362], [-1.405620, 1.547366, 3.118752], [1.269512, -5.425078, -2.878244], [3.616047, -1.446218, -1.186293], [-1.082757, 1.657807, -2.271047], [0.534932, -3.819492, -0.768505], [-1.547686, 0.209863, 1.289664], [-3.140265, 2.030808, -4.898266], [0.691206, -4.194583, -3.157007], [2.553073, -1.619409, 3.256793], [-2.830034, -1.600039, 1.093509], [-1.876933, 2.660783, 1.147664], [1.837907, -0.197438, -0.223478], [-2.283716, 2.187482, -4.253822], [-2.727830, -0.404332, 1.037229], [0.576371, 3.986275, -4.052973], [0.099969, 0.268322, 0.245047], [-0.533692, -0.717595, 3.361968], [-6.158711, -1.038219, 0.919842], [0.079035, 1.059416, 5.073784], [3.373293, 1.931544, -0.415326], [-0.579566, 2.928298, 3.822456], [-0.339979, -1.798990, -2.089147], [2.853427, 3.611272, -0.303902], [-1.301212, 3.108161, -4.613329], [-7.351662, -0.892489, 0.908984], [4.425018, -2.763044, 2.369543], [1.217815, -0.451176, 2.267692], [-2.917964, 0.720406, -2.793829], [-6.892337, 1.555324, 0.081638], [1.485006, 1.453034, 4.107264], [-0.409654, -1.647963, -0.416426], [2.601131, 2.590212, -0.011063], [5.804739, -3.477169, 0.435588], [-0.619517, 3.593510, 0.331871], [-5.604291, -2.207387, 1.199711], [2.587315, 1.444694, 1.807195], [5.254088, -2.653660, -1.833998], [2.874361, -1.047255, -0.092022], [0.631672, -0.847424, -2.575617], [1.201397, 4.124603, 1.543877], [0.101920, -2.802084, 0.227449], [1.108896, -5.043991, -0.492387], [1.491912, 3.406641, 3.108223], [-1.390252, 3.675214, -5.529751], [4.213489, -2.391816, 1.370901], [-0.206796, 3.282983, -3.788333], [0.479089, -0.353419, 3.537400], [1.821202, 3.451059, -2.158301], [0.936875, -1.002223, 4.284476], [-5.276666, 0.148725, 0.645991], [-0.967163, 0.967832, -1.102427], [2.570814, 2.486397, 1.494700], [0.459193, 1.073990, 4.050503], [-4.859438, 2.223269, 0.113267], [-4.940523, 3.183418, -0.174912], [4.667167, -2.325970, -0.984066], [2.273493, -1.173504, 2.300749], [4.976829, -2.796146, 0.292702], [-3.655525, 1.732533, 0.391827], [-2.178481, 1.458761, -3.080598], [-3.882762, 0.464759, 0.707846], [1.342093, 3.170347, 2.054589], [-5.852230, 1.325333, 0.251925], [1.079165, 2.756184, -1.757432], [-4.627015, -2.147542, 1.157259]], "forces_ev_per_a": [[-0.02, -0.09, 0.07], [-0.10, 0.00, 0.17], [-0.05, -0.48, -0.11], [0.00, 0.00, -0.04], [0.01, -0.02, 0.00], [0.01, -0.10, 0.10], [-0.21, -0.02, 0.51], [0.57, 0.23, 0.20], [0.04, 0.09, -0.05], [0.01, -0.01, 0.08], [-0.09, 0.13, 0.03], [0.01, -0.01, 0.04], [0.04, 0.01, 0.00], [-0.05, -0.36, -0.28], [-0.02, 0.03, -0.02], [0.01, -0.03, 0.02], [-0.02, 0.01, 0.02], [0.00, 0.03, 0.01], [0.02, -0.08, -0.01], [0.14, 0.02, -0.24], [-0.12, -0.42, 0.64], [-0.15, 0.18, -0.14], [-0.95, -0.49, 0.24], [0.05, 0.01, 0.02], [-0.06, 0.07, -0.08], [0.06, 0.00, -0.01], [-0.36, -0.38, 0.18], [0.09, 0.01, 0.05], [1.68, -0.57, -0.46], [0.00, 0.03, -0.05], [0.33, -0.01, 0.26], [-0.06, -0.03, 0.00], [0.31, 2.37, 1.49], [0.01, 0.00, -0.02], [-0.13, 0.32, 0.15], [0.00, -0.01, 0.00], [-0.05, -0.03, -0.06], [0.02, 0.07, -0.04], [0.01, 0.18, -0.02], [0.00, 0.05, -0.03], [0.00, -0.04, 0.06], [0.06, -0.04, -0.10], [0.00, 0.02, -0.10], [-0.79, -0.20, -0.20], [0.04, 0.06, -0.03], [0.09, 0.00, 0.01], [-0.04, 0.00, 0.05], [0.53, -0.62, -0.27], [0.11, -0.16, -0.16], [-0.03, 0.01, -0.01], [0.00, 0.00, 0.02], [0.53, -0.06, -0.04], [0.06, 0.01, 0.03], [-0.02, 0.02, 0.05], [-0.55, 0.25, -0.01], [-0.10, -0.18, -0.18], [-0.02, 0.02, 0.01], [-0.24, 0.24, -0.33], [0.04, -0.16, 0.05], [-0.04, 0.01, 0.03], [0.00, -0.02, 0.02], [0.10, -0.13, 0.12], [0.06, 0.14, -0.18], [0.05, 0.01, -0.08], [-0.02, 0.05, -0.02], [0.06, -0.07, -0.02], [0.32, -0.28, -0.04], [-0.40, 0.31, -1.09], [-0.05, -0.03, 0.04], [0.07, -0.03, 0.02], [-0.14, 0.16, -0.06], [-0.03, 0.02, 0.00], [0.05, -0.03, 0.01], [0.29, -0.07, -0.11], [-0.02, 0.03, -0.03], [-0.32, -0.21, -0.08], [-0.34, -0.17, -0.08], [0.17, 0.00, 0.14], [-0.08, 0.02, 0.11], [-0.09, 0.32, -0.05], [-0.25, 0.15, -0.12], [-0.04, -0.04, -0.03]]}